[1]
{"formula": "C5H11IN2O4S", "method": "the ωB97M-V functional and the def2-TZVPD basis", "elements": ["N", "C", "N", "O", "S", "O", "O", "O", "C", "C", "C", "C", "I", "H", "H", "H", "H", "H", "H", "H", "H", "H", "H", "H"], "xyz": [[-2.3815, 1.3584, 0.9050], [-0.8972, 0.9483, 0.9657], [-0.8977, -0.4197, 1.6113], [-0.4442, 1.8074, 2.1100], [1.1941, 2.0645, 1.6702], [2.1834, 0.8710, 1.8649], [1.5591, 3.4273, 2.3380], [0.8327, 2.3666, -0.0037], [-0.0459, 1.2191, -0.4084], [0.8213, 0.0132, -1.1020], [-0.0442, -1.3240, -1.5016], [0.8579, -2.7314, -1.4515], [1.7140, -3.1406, 0.5284], [-2.5490, 2.0473, 0.1390], [-2.9945, 0.5247, 0.7677], [-1.5738, -1.0811, 1.1699], [0.0625, -0.8181, 1.7006], [-0.8223, 1.6964, -1.1446], [1.8047, -0.2379, -0.4738], [1.2351, 0.4544, -2.1312], [-0.3507, -1.2166, -2.6505], [-1.0639, -1.4395, -0.9200], [0.1116, -3.6347, -1.6799], [1.6883, -2.7551, -2.3034]], "lowdin_charge": [0.08, -0.49, 0.08, -0.17, 0.90, -0.32, -0.32, -0.23, -0.21, -0.15, -0.28, -0.64, 0.72, 0.09, 0.08, 0.08, 0.03, 0.16, 0.10, 0.14, 0.12, 0.10, 0.06, 0.08], "lumo_ev": 0.0, "gap_ev": 9.88, "homo_energy_ev": -9.8, "total_charge": 0}

---

[2]
{"formula": "C27H47BN7OSm", "method": "the ωB97M-V functional and the def2-TZVPD basis", "elements": ["Sm", "C", "C", "C", "C", "N", "N", "B", "N", "N", "C", "C", "C", "C", "C", "C", "C", "C", "N", "N", "C", "C", "C", "C", "C", "C", "C", "C", "C", "C", "C", "C", "H", "H", "H", "H", "H", "H", "H", "H", "H", "H", "H", "H", "H", "H", "H", "H", "H", "H", "H", "H", "H", "H", "H", "H", "H", "H", "H", "H", "H", "H", "H", "H", "H", "H", "H", "H", "H", "H", "H", "H", "C", "N", "C", "C", "O", "H", "H", "H", "H", "H", "H", "H"], "xyz": [[0.0793, -0.0001, 0.3237], [2.6513, -0.0001, -4.7809], [2.6065, -0.0001, -3.2997], [3.6862, -0.0001, -2.4226], [3.1356, 0.0000, -1.1482], [1.7928, 0.0000, -1.2443], [1.4789, 0.0000, -2.5663], [0.0042, 0.0000, -3.0523], [-0.7103, 1.2678, -2.5109], [-0.8593, 1.5341, -1.1783], [-1.5433, 2.6893, -1.0819], [-1.8305, 3.1680, -2.3564], [-1.2898, 2.2441, -3.2376], [-1.3272, 2.2967, -4.7182], [-1.9215, 3.3342, 0.2275], [-1.4419, 2.4926, 1.4262], [-1.2813, 4.7283, 0.3015], [-3.4492, 3.4801, 0.2916], [-0.7105, -1.2680, -2.5113], [-0.8593, -1.5341, -1.1783], [-1.5434, -2.6892, -1.0818], [-1.8307, -3.1678, -2.3569], [-1.2899, -2.2439, -3.2370], [-1.3275, -2.2965, -4.7185], [-1.9216, -3.3343, 0.2273], [-3.4493, -3.4800, 0.2916], [-1.2815, -4.7284, 0.3013], [-1.4419, -2.4928, 1.4260], [3.7735, 0.0000, 0.2216], [3.3162, 1.2688, 0.9664], [3.3162, -1.2689, 0.9664], [5.3024, 0.0000, 0.1328], [3.6822, -0.0001, -5.1215], [2.1514, -0.8776, -5.1826], [2.1514, 0.8775, -5.1827], [4.7233, -0.0001, -2.6804], [-0.0234, 0.0000, -4.2212], [-2.3594, 4.0613, -2.6146], [-1.8445, 3.1954, -5.0392], [-0.3229, 2.3107, -5.1347], [-1.8478, 1.4344, -5.1285], [-0.3348, 2.4423, 1.4460], [-1.7599, 2.9851, 2.3452], [-1.9105, 1.4867, 1.4088], [-0.1958, 4.6656, 0.2551], [-1.6194, 5.3443, -0.5257], [-1.5650, 5.2264, 1.2252], [-3.9386, 2.5092, 0.2444], [-3.7416, 3.9763, 1.2138], [-3.8086, 4.0810, -0.5381], [-2.3597, -4.0612, -2.6148], [-1.8449, -3.1951, -5.0393], [-1.8480, -1.4341, -5.1285], [-0.3232, -2.3105, -5.1348], [-3.8088, -4.0809, -0.5381], [-3.7417, -3.9763, 1.2138], [-3.9386, -2.5091, 0.2444], [-1.6197, -5.3444, -0.5260], [-0.1960, -4.6658, 0.2547], [-1.5651, -5.2266, 1.2249], [-1.9104, -1.4868, 1.4089], [-1.7598, -2.9853, 2.3451], [-0.3347, -2.4425, 1.4458], [2.2080, 1.3163, 1.0696], [3.7665, 1.3076, 1.9567], [3.6395, 2.1511, 0.4159], [2.2080, -1.3164, 1.0696], [3.6396, -2.1512, 0.4160], [3.7665, -1.3076, 1.9567], [5.6558, 0.8820, -0.3930], [5.7348, 0.0000, 1.1306], [5.6558, -0.8820, -0.3930], [0.8505, 0.0000, 6.2186], [0.1665, 0.0000, 4.9376], [-1.2834, 0.0000, 4.9061], [0.8434, -0.0001, 3.8169], [0.3366, -0.0001, 2.6664], [0.1216, 0.0000, 7.0231], [1.4805, 0.8808, 6.3336], [1.4805, -0.8808, 6.3336], [-1.6798, 0.0000, 5.9183], [-1.6489, -0.8858, 4.3821], [-1.6488, 0.8858, 4.3822], [1.9330, -0.0001, 3.9443]], "lowdin_spin": [5.06, 0.00, 0.00, 0.00, 0.00, -0.02, 0.00, 0.00, 0.00, -0.01, 0.00, 0.00, 0.00, 0.00, 0.00, 0.00, 0.00, 0.00, 0.00, -0.01, 0.00, 0.00, 0.00, 0.00, 0.00, 0.00, 0.00, 0.00, 0.00, 0.00, 0.00, 0.00, 0.00, 0.00, 0.00, 0.00, 0.00, 0.00, 0.00, 0.00, 0.00, 0.00, 0.00, 0.00, 0.00, 0.00, 0.00, 0.00, 0.00, 0.00, 0.00, 0.00, 0.00, 0.00, 0.00, 0.00, 0.00, 0.00, 0.00, 0.00, 0.00, 0.00, 0.00, 0.00, 0.00, 0.00, 0.00, 0.00, 0.00, 0.00, 0.00, 0.00, 0.00, 0.00, 0.00, 0.00, -0.01, 0.00, 0.00, 0.00, 0.00, 0.00, 0.00, 0.00], "multiplicity": 6, "s_squared": 8.76, "lumo_ev": [-6.8, -4.8], "gap_ev": [7.33, 9.40], "homo_energy_ev": [-14.2, -14.2], "total_charge": 2}

---

[3]
{"formula": "C36H48N3O2P2Rb", "method": "the ωB97M-V functional and the def2-TZVPD basis", "elements": ["Rb", "C", "C", "C", "P", "C", "C", "C", "C", "C", "C", "C", "C", "C", "N", "C", "C", "C", "C", "C", "C", "P", "C", "C", "C", "C", "C", "C", "H", "H", "H", "H", "H", "H", "H", "H", "H", "H", "H", "H", "H", "H", "H", "H", "H", "H", "H", "H", "H", "H", "H", "H", "H", "H", "H", "H", "H", "H", "H", "H", "H", "H", "H", "H", "O", "C", "C", "C", "C", "N", "C", "C", "C", "C", "C", "C", "O", "C", "C", "N", "H", "H", "H", "H", "H", "H", "H", "H", "H", "H", "H", "H"], "xyz": [[0.4233, -0.2756, -0.1299], [0.4801, 2.8006, 2.4029], [0.6245, 1.9211, 3.6490], [0.1436, 2.7372, 4.8538], [-0.0236, 0.2298, 3.1849], [0.4534, -0.9330, 4.5553], [0.0964, -2.3427, 4.0861], [-0.1186, -0.6899, 5.9483], [-1.8412, 0.2947, 3.2256], [-2.5400, 1.0133, 4.2051], [-3.9184, 1.0574, 4.2655], [-4.6409, 0.3457, 3.3064], [-3.9877, -0.3908, 2.3505], [-2.5697, -0.4690, 2.2715], [-1.9698, -1.2164, 1.2974], [-2.5257, -2.4348, 1.0212], [-3.0520, -3.2552, 2.0600], [-3.5156, -4.5273, 1.8428], [-3.5083, -5.0781, 0.5569], [-3.0469, -4.2896, -0.4750], [-2.5659, -2.9867, -0.2866], [-2.0762, -1.9520, -1.6933], [-1.1997, -3.0659, -2.9149], [-0.0595, -3.7531, -2.1591], [-1.9580, -4.0280, -3.8260], [-3.6702, -1.4979, -2.5455], [-4.7830, -2.5415, -2.5321], [-4.1817, -0.1965, -1.9263], [0.9081, 3.7921, 2.5738], [-0.5778, 2.9383, 2.1620], [0.9653, 2.3750, 1.5230], [1.6917, 1.7106, 3.8027], [-0.8297, 3.1847, 4.6553], [0.8408, 3.5599, 5.0359], [0.0690, 2.1597, 5.7722], [1.5470, -0.8470, 4.5978], [-0.9871, -2.4583, 4.0268], [0.4729, -3.0893, 4.7891], [0.4912, -2.5665, 3.0937], [-1.2080, -0.6240, 5.9142], [0.2653, 0.2209, 6.4041], [0.1383, -1.5210, 6.6104], [-1.9839, 1.5339, 4.9692], [-4.4187, 1.6223, 5.0406], [-5.7248, 0.3702, 3.3147], [-4.5602, -0.9466, 1.6172], [-3.0675, -2.8516, 3.0646], [-3.8828, -5.1097, 2.6804], [-3.8709, -6.0800, 0.3713], [-3.0821, -4.6922, -1.4771], [-0.7366, -2.3282, -3.5841], [-0.4418, -4.4590, -1.4214], [0.5170, -2.9933, -1.6231], [0.6117, -4.2824, -2.8385], [-2.3972, -4.8697, -3.2924], [-1.2715, -4.4495, -4.5663], [-2.7501, -3.5160, -4.3735], [-3.3744, -1.2985, -3.5843], [-5.0988, -2.7438, -1.5073], [-4.4863, -3.4934, -2.9707], [-5.6516, -2.1699, -3.0821], [-4.3882, -0.3374, -0.8618], [-5.1088, 0.1267, -2.4059], [-3.4499, 0.6087, -2.0065], [6.1304, 5.1922, -1.0993], [5.8065, 4.6315, 0.1581], [4.8441, 3.4935, -0.0246], [4.4660, 2.7207, 1.0651], [3.5543, 1.7013, 0.8745], [3.0183, 1.4069, -0.3080], [3.3907, 2.1380, -1.3579], [4.2948, 3.1943, -1.2618], [2.7667, 1.7771, -2.6653], [3.4337, 2.0021, -3.8623], [2.8141, 1.6575, -5.0576], [3.5196, 1.8712, -6.3734], [4.2193, 3.1011, -6.4305], [1.5462, 1.1066, -4.9942], [0.9616, 0.9025, -3.7529], [1.5488, 1.2230, -2.6077], [6.7071, 5.9478, -0.9618], [5.3427, 5.3782, 0.8135], [6.7039, 4.2570, 0.6637], [4.8663, 2.9145, 2.0529], [3.2248, 1.0899, 1.7089], [4.5551, 3.7901, -2.1229], [4.4268, 2.4289, -3.8715], [2.8059, 1.7758, -7.1979], [4.2770, 1.0970, -6.5072], [3.5840, 3.8209, -6.3588], [1.0139, 0.8352, -5.8975], [-0.0304, 0.4688, -3.6706]], "lowdin_charge": [0.64, -0.15, -0.55, -0.12, 1.00, -0.56, -0.13, -0.11, -0.31, -0.12, -0.11, -0.10, -0.05, -0.35, -0.06, -0.34, -0.05, -0.09, -0.11, -0.13, -0.32, 1.00, -0.57, -0.13, -0.12, -0.56, -0.12, -0.13, 0.08, 0.08, 0.02, 0.09, 0.07, 0.08, 0.05, 0.10, 0.06, 0.08, 0.07, 0.07, 0.05, 0.07, 0.07, 0.09, 0.10, 0.11, 0.10, 0.10, 0.09, 0.07, 0.08, 0.07, 0.04, 0.08, 0.06, 0.08, 0.06, 0.10, 0.08, 0.05, 0.08, 0.07, 0.07, 0.06, -0.05, -0.21, -0.18, -0.01, -0.14, 0.06, -0.21, 0.05, -0.21, 0.04, -0.18, -0.21, -0.05, -0.01, -0.12, 0.07, 0.09, 0.13, 0.13, 0.12, 0.11, 0.12, 0.12, 0.12, 0.13, 0.10, 0.12, 0.11], "de_lowest_kcal_mol": 8.2, "lumo_ev": -0.2, "gap_ev": 5.47, "homo_energy_ev": -5.6, "total_charge": 0}

---

[4]
{"formula": "C4H6O", "method": "the ωB97M-V functional and the def2-TZVPD basis", "elements": ["C", "C", "C", "C", "H", "H", "H", "H", "H", "H", "O"], "xyz": [[-1.2211, 0.0533, -0.1351], [-0.1592, -1.0825, -0.2058], [0.9258, -0.0674, 0.3579], [-0.0044, 1.1074, -0.1680], [-0.3421, -1.9811, 0.4241], [-0.1633, -1.3691, -1.3442], [0.8545, -0.1112, 1.7988], [2.1420, -0.2269, -0.0510], [-0.0489, 2.2151, 0.3745], [0.4427, 1.3933, -1.2852], [-2.4261, 0.0691, 0.2340]], "lowdin_charge": [-0.35, -0.18, -0.23, -0.17, 0.10, 0.15, 0.20, 0.15, 0.14, 0.15, 0.03], "de_lowest_kcal_mol": 70.5, "lumo_ev": 0.6, "gap_ev": 10.38, "homo_energy_ev": -9.8, "total_charge": 0}

---

[5]
{"formula": "C11H26ClO14", "method": "the ωB97M-V functional and the def2-TZVPD basis", "elements": ["Cl", "O", "O", "O", "O", "O", "H", "H", "C", "C", "C", "O", "C", "O", "O", "H", "H", "H", "H", "H", "H", "C", "C", "C", "O", "C", "O", "O", "H", "H", "H", "H", "H", "H", "C", "O", "H", "H", "H", "H", "C", "O", "H", "H", "H", "H", "C", "O", "H", "H", "H", "H"], "xyz": [[12.3537, 10.1599, 19.4130], [11.9588, 9.5551, 20.6022], [13.5546, 10.9313, 19.7008], [12.5155, 9.2678, 18.3318], [11.4594, 11.1874, 19.0326], [11.7543, 13.7484, 21.1903], [11.4826, 13.4501, 22.0583], [12.5637, 13.2688, 21.0141], [12.5556, 8.8771, 13.1770], [11.4489, 8.6798, 14.2371], [11.0319, 9.9222, 15.1011], [9.7363, 10.1670, 14.7626], [9.3402, 9.4229, 13.7521], [8.2282, 9.5789, 13.2137], [10.1754, 8.3931, 13.5492], [12.7493, 8.0264, 12.5238], [13.4623, 9.2738, 13.6338], [12.1485, 9.6980, 12.5867], [11.6209, 7.8089, 14.8697], [11.6934, 10.7007, 14.7210], [11.1036, 9.7215, 16.1700], [13.2455, 9.4921, 23.7331], [14.3320, 10.6763, 23.9210], [14.0639, 11.8040, 22.8715], [14.2219, 12.8804, 23.6659], [13.9338, 12.5777, 24.9071], [13.6281, 13.3369, 25.8224], [13.9629, 11.3132, 25.0327], [13.5171, 8.7873, 22.9472], [12.2880, 9.9360, 23.4607], [13.3037, 8.7693, 24.5469], [15.3956, 10.4380, 23.9295], [13.0703, 11.8804, 22.4299], [14.8322, 11.8059, 22.0984], [11.2978, 5.9577, 18.4240], [12.3572, 6.3324, 19.2818], [11.5531, 5.1545, 17.7327], [10.4168, 5.6758, 19.0007], [11.0898, 6.8928, 17.9040], [12.1359, 7.1491, 19.7354], [15.2231, 8.4062, 15.7044], [15.4796, 7.0451, 15.3402], [15.8562, 8.7918, 16.5034], [15.1209, 9.0552, 14.8346], [14.2743, 8.3296, 16.2354], [16.4325, 7.0485, 15.2241], [8.8056, 8.7564, 18.5769], [8.5066, 7.3538, 18.4677], [9.5388, 8.9526, 19.3592], [9.2760, 8.8639, 17.5996], [7.9356, 9.4127, 18.5992], [8.0732, 7.0845, 17.6546]], "lowdin_charge": [0.57, -0.34, -0.39, -0.35, -0.36, -0.04, 0.03, 0.01, -0.01, -0.24, -0.10, 0.09, -0.55, 0.09, 0.07, 0.09, 0.06, 0.09, 0.14, 0.14, 0.12, 0.01, -0.27, -0.13, 0.09, -0.61, 0.12, 0.11, 0.07, 0.08, 0.07, 0.16, 0.11, 0.14, -0.16, -0.13, 0.08, 0.07, 0.06, 0.04, -0.15, -0.12, 0.09, 0.06, 0.07, 0.06, -0.11, -0.16, 0.07, 0.06, 0.08, 0.07], "de_lowest_kcal_mol": 0.0, "lumo_ev": 2.5, "gap_ev": 9.09, "homo_energy_ev": -6.6, "total_charge": -1}

---

[6]
{"formula": "C4H5NOS", "method": "the ωB97M-V functional and the def2-TZVPD basis", "elements": ["C", "C", "N", "S", "C", "O", "C", "H", "H", "H", "H", "H"], "xyz": [[1.9101, -0.5328, -1.9503], [0.9796, -0.1523, -0.8492], [0.5558, 1.0805, -0.5472], [-0.5378, 1.2595, 0.6601], [-0.9496, -0.4019, 0.8786], [-1.4853, -1.0844, 1.6795], [-0.1462, -1.1338, -0.2350], [2.0286, 0.2330, -2.9706], [1.5049, -1.6119, -2.4685], [3.0169, -0.7007, -1.2296], [-0.8518, -1.4877, -0.8633], [0.1354, -2.1480, 0.2994]], "lowdin_charge": [-0.11, -0.41, -0.31, 0.99, -0.75, 0.04, -0.11, 0.14, 0.12, 0.16, 0.07, 0.16], "de_lowest_kcal_mol": 78.0, "lumo_ev": 0.4, "gap_ev": 9.54, "homo_energy_ev": -9.2, "total_charge": 0}